Version w
{"formula": "C3H4NO3", "method": "ωB97M-V/def2-TZVPD", "orbital_gap_ev": 8.07, "lumo_ev": 3.93, "e_homo_ev": -4.1, "charge": -1, "smiles": "O=CNCC(=O)[O-]", "elements": ["O", "C", "N", "C", "C", "O", "O", "H", "H", "H", "H"], "positions_angstrom": [[0.829, 2.370, 0.269], [1.271, 1.546, -0.504], [1.133, 0.207, -0.405], [0.195, -0.222, 0.590], [-0.931, -1.210, 0.097], [-1.510, -1.597, 1.058], [-1.176, -1.216, -1.119], [1.827, 1.876, -1.366], [1.283, -0.360, -1.205], [0.859, -0.660, 1.369], [-0.256, 0.548, 1.279]]}

***

Version x
{"formula": "C3H4NO3", "method": "ωB97M-V/def2-TZVPD", "orbital_gap_ev": 8.55, "lumo_ev": 3.97, "e_homo_ev": -4.6, "charge": -1, "elements": ["C", "C", "C", "N", "O", "O", "O", "H", "H", "H", "H"], "positions_angstrom": [[-0.296, -1.689, 0.742], [1.109, 1.243, 0.089], [0.315, 0.028, -0.627], [0.439, -1.212, -0.157], [0.684, 1.405, 1.187], [1.898, 1.813, -0.674], [-1.647, 0.770, -0.590], [-0.073, -2.682, 0.928], [-1.293, -1.178, 0.831], [0.431, -0.027, -1.774], [-1.566, 1.529, 0.045]]}

***

Version y
{"formula": "C3H4NO3", "method": "ωB97M-V/def2-TZVPD", "orbital_gap_ev": 7.19, "lumo_ev": 3.95, "e_homo_ev": -3.2, "charge": -1, "elements": ["C", "C", "C", "N", "O", "O", "O", "H", "H", "H", "H"], "positions_angstrom": [[1.398, -1.198, -1.245], [-2.380, 0.775, -0.443], [1.021, 0.086, 0.883], [0.593, -0.485, -0.502], [-2.438, 0.763, 0.725], [-0.675, -0.087, -0.966], [-2.828, 1.181, -1.448], [2.194, -1.644, -0.691], [0.126, 0.774, 1.090], [1.978, 0.527, 0.941], [1.010, -0.692, 1.657]]}

***

Energy ordering: version w at the bottom, the next structure 2.958 eV above.

***

Version w
{"formula": "C5H11OP", "method": "ωB97M-V/def2-TZVPD", "orbital_gap_ev": 9.29, "lumo_ev": 0.25, "e_homo_ev": -9.0, "smiles": "CC(C)(C)P1CO1", "elements": ["C", "C", "C", "C", "P", "C", "O", "H", "H", "H", "H", "H", "H", "H", "H", "H", "H", "H"], "positions_angstrom": [[0.843, -1.046, -0.143], [0.114, 0.127, 0.459], [0.989, 1.000, 1.475], [-1.082, -0.489, 1.241], [-0.789, 1.379, -0.701], [-0.360, 0.505, -2.506], [-1.548, 0.244, -1.738], [1.871, -0.683, -0.446], [0.920, -1.986, 0.524], [0.167, -1.209, -1.042], [0.779, 0.524, 2.385], [0.645, 1.962, 1.512], [1.980, 0.958, 1.174], [-2.087, 0.049, 1.297], [-1.284, -1.357, 0.787], [-0.862, -0.833, 2.197], [-0.545, 1.229, -3.212], [0.250, -0.376, -3.264]]}

***

Version x
{"formula": "C5H11OP", "method": "ωB97M-V/def2-TZVPD", "orbital_gap_ev": 9.89, "lumo_ev": 0.83, "e_homo_ev": -9.1, "smiles": "C[C@]1(P)C[C@@]1(C)O", "elements": ["C", "C", "P", "C", "C", "C", "O", "H", "H", "H", "H", "H", "H", "H", "H", "H", "H", "H"], "positions_angstrom": [[-1.026, 0.242, 1.365], [-0.086, 0.645, 0.225], [1.154, 1.913, 0.766], [-0.482, 0.614, -1.160], [0.578, -0.304, -0.723], [0.580, -1.808, -0.845], [1.858, 0.153, -1.072], [-1.318, -0.884, 1.237], [-1.905, 0.881, 1.365], [-0.522, 0.363, 2.363], [1.878, 0.872, 1.381], [0.457, 2.017, 2.059], [-0.164, 1.581, -1.763], [-1.599, 0.314, -1.216], [-0.445, -2.105, -0.907], [0.995, -2.148, 0.149], [1.142, -2.257, -1.700], [2.500, -0.300, -0.581]]}

***

Version y
{"formula": "C5H11OP", "method": "ωB97M-V/def2-TZVPD", "orbital_gap_ev": [5.49, 9.13], "lumo_ev": [-1.45, 0.15], "e_homo_ev": [-6.9, -9.0], "elements": ["C", "C", "C", "C", "C", "O", "P", "H", "H", "H", "H", "H", "H", "H", "H", "H", "H", "H"], "positions_angstrom": [[-1.961, -0.199, 1.759], [-0.668, -1.095, 1.274], [0.955, 0.329, -0.812], [0.886, -0.843, -1.711], [1.102, 1.732, -1.130], [-2.721, 0.046, 0.725], [0.893, -0.073, 0.923], [-2.370, -0.834, 2.593], [-1.473, 0.625, 2.089], [-0.480, -1.771, 2.054], [-0.931, -1.554, 0.335], [1.801, -1.219, -2.314], [0.153, -0.772, -2.554], [0.694, -1.721, -1.079], [0.451, 1.938, -1.884], [2.053, 1.905, -1.545], [0.997, 2.413, -0.283], [0.617, 1.092, 1.559]]}

***

Energy ordering: version x at the bottom, the next structure 1.187 eV above.

***

Version w
{"formula": "C19H19N3O3S3", "method": "ωB97M-V/def2-TZVPD", "orbital_gap_ev": 8.02, "lumo_ev": -0.38, "e_homo_ev": -8.4, "smiles": "CN(C(=O)CSc1ncnc2sc(-c3ccccc3)cc12)[C@H]1CCS(=O)(=O)C1", "elements": ["C", "N", "C", "O", "C", "S", "C", "N", "C", "N", "C", "S", "C", "C", "C", "C", "C", "C", "C", "C", "C", "C", "C", "C", "S", "O", "O", "C", "H", "H", "H", "H", "H", "H", "H", "H", "H", "H", "H", "H", "H", "H", "H", "H", "H", "H", "H"], "positions_angstrom": [[1.739, 3.393, 0.486], [1.109, 2.767, 1.632], [1.404, 1.516, 2.056], [0.885, 1.020, 3.038], [2.429, 0.712, 1.269], [1.641, -0.802, 0.629], [1.221, -0.339, -1.000], [1.507, 0.879, -1.435], [1.196, 1.184, -2.692], [0.625, 0.404, -3.579], [0.332, -0.816, -3.150], [-0.419, -2.040, -4.106], [-0.374, -3.172, -2.755], [-0.904, -4.511, -2.920], [-1.453, -4.911, -4.140], [-1.959, -6.185, -4.304], [-1.928, -7.087, -3.253], [-1.386, -6.704, -2.037], [-0.878, -5.431, -1.868], [0.192, -2.615, -1.646], [0.601, -1.278, -1.844], [0.185, 3.571, 2.424], [-1.230, 2.967, 2.489], [-2.074, 3.901, 3.333], [-0.870, 4.645, 4.498], [-1.159, 4.286, 5.856], [-0.745, 6.046, 4.198], [0.610, 3.789, 3.866], [1.199, 4.303, 0.236], [2.777, 3.658, 0.701], [1.700, 2.728, -0.379], [2.892, 1.218, 0.430], [3.182, 0.353, 1.972], [1.447, 2.185, -3.013], [-1.479, -4.210, -4.962], [-2.380, -6.475, -5.255], [-2.324, -8.083, -3.381], [-1.359, -7.402, -1.214], [-0.460, -5.149, -0.914], [0.326, -3.117, -0.705], [0.117, 4.556, 1.952], [-1.164, 1.984, 2.955], [-1.637, 2.848, 1.483], [-2.844, 3.397, 3.905], [-2.497, 4.724, 2.764], [1.471, 4.439, 3.977], [0.737, 2.855, 4.404]]}

***

Version x
{"formula": "C19H19N3O3S3", "method": "ωB97M-V/def2-TZVPD", "orbital_gap_ev": 6.94, "lumo_ev": -0.03, "e_homo_ev": -7.0, "elements": ["C", "C", "H", "H", "O", "C", "O", "C", "C", "N", "C", "O", "C", "C", "H", "H", "H", "H", "S", "C", "N", "N", "C", "C", "H", "H", "H", "S", "H", "S", "C", "C", "H", "C", "C", "C", "C", "C", "C", "H", "H", "H", "H", "H", "H", "H", "H"], "positions_angstrom": [[-1.829, -3.649, -0.562], [-1.060, -3.482, 0.708], [-0.607, -4.316, 1.031], [-1.884, -3.144, 1.422], [-0.105, -2.726, 0.484], [-0.502, -1.339, 0.724], [-1.676, -0.971, 0.995], [0.687, -0.359, 0.393], [0.517, 1.016, 0.293], [-0.586, 1.610, 0.361], [-0.756, 3.197, 0.242], [0.194, 3.784, 0.025], [-2.068, 3.424, 0.040], [-2.510, 3.846, -1.260], [-2.624, 2.769, -1.902], [-3.566, 4.229, -1.219], [-1.759, 4.196, -1.775], [-2.068, 4.539, 0.704], [-3.231, 2.867, 1.141], [-3.780, 1.351, 0.479], [-3.335, 0.892, -0.865], [-3.903, -0.174, -1.003], [-4.632, -0.676, -0.290], [-5.378, -2.032, -0.376], [-6.396, -1.772, -0.755], [-4.952, -2.759, 0.226], [-5.023, -2.675, -1.518], [-4.872, 0.364, 1.051], [-1.520, 1.006, 0.530], [2.103, 1.762, 0.285], [2.943, 0.383, 0.263], [2.037, -0.798, 0.339], [2.390, -1.763, 0.569], [4.357, 0.119, 0.209], [5.059, -1.017, 0.336], [6.513, -0.754, 0.289], [7.196, 0.232, -0.103], [6.473, 1.440, 0.234], [5.078, 1.475, 0.064], [4.443, 2.493, 0.063], [7.090, 2.270, -0.014], [8.108, 0.289, 0.245], [6.909, -1.935, 0.362], [4.516, -2.022, 0.503], [-1.253, -3.914, -1.453], [-2.155, -2.770, -0.987], [-2.584, -4.504, -0.531]]}

***

Energy ordering: version w at the bottom, the next structure 14.041 eV above.

***

Version w
{"formula": "C4H14N3", "method": "ωB97M-V/def2-TZVPD", "orbital_gap_ev": [5.14, 9.83], "lumo_ev": [1.17, 0.89], "e_homo_ev": [-4.0, -8.9], "s2": 0.754, "multiplicity": 2, "elements": ["C", "C", "N", "N", "N", "H", "H", "H", "H", "H", "H", "H", "H", "C", "C", "H", "H", "H", "H", "H", "H"], "positions_angstrom": [[2.422, 0.607, 1.657], [1.130, -0.010, -0.375], [1.614, -0.293, 0.894], [1.129, 1.308, -0.825], [0.992, -1.046, -1.295], [1.375, -1.156, 1.339], [1.672, 2.017, -0.349], [1.016, 1.516, -1.800], [1.497, -1.912, -1.178], [0.672, -0.841, -2.226], [3.304, 0.981, 1.146], [2.792, 0.082, 2.532], [1.907, 1.516, 2.013], [-3.002, -0.797, 0.336], [-2.367, 0.063, -0.731], [-3.664, -0.202, 0.980], [-3.642, -1.605, -0.035], [-2.253, -1.197, 1.025], [-1.768, 0.863, -0.277], [-1.768, -0.498, -1.446], [-3.058, 0.601, -1.384]]}

***

Version x
{"formula": "C4H14N3", "method": "ωB97M-V/def2-TZVPD", "orbital_gap_ev": [4.68, 9.95], "lumo_ev": [0.73, 0.72], "e_homo_ev": [-3.9, -9.2], "s2": 0.753, "multiplicity": 2, "elements": ["C", "C", "N", "H", "H", "H", "H", "H", "H", "N", "C", "C", "N", "H", "H", "H", "H", "H", "H", "H", "H"], "positions_angstrom": [[-2.895, 0.517, 0.448], [-1.082, 1.941, -0.049], [-1.545, 0.756, -0.053], [-2.805, 0.040, 1.479], [-3.407, -0.077, -0.270], [-3.404, 1.489, 0.637], [-1.759, 2.757, 0.275], [-0.043, 2.190, -0.331], [-0.950, -0.223, -0.478], [-0.168, -1.266, -1.007], [1.228, -0.708, -0.864], [1.700, -0.690, 0.577], [2.978, 0.077, 0.675], [-0.226, -2.131, -0.448], [-0.353, -1.568, -1.959], [1.179, 0.304, -1.279], [1.923, -1.262, -1.548], [0.934, -0.186, 1.159], [1.834, -1.778, 0.951], [3.117, 0.349, 1.665], [3.746, -0.530, 0.421]]}

***

Energy ordering: version w at the bottom, the next structure 0.960 eV above.

***

Version w
{"formula": "CH3FOS", "method": "ωB97M-V/def2-TZVPD", "orbital_gap_ev": 9.31, "lumo_ev": -0.68, "e_homo_ev": -10.0, "smiles": "OCSF", "elements": ["O", "C", "S", "F", "H", "H", "H"], "positions_angstrom": [[0.583, -0.104, 1.020], [-0.209, -0.211, -0.124], [-1.934, -0.736, 0.210], [-2.701, 0.875, -0.137], [0.070, 0.660, 1.430], [-0.501, 0.758, -0.471], [0.473, -0.853, -0.756]]}

***

Version x
{"formula": "CH3FOS", "method": "ωB97M-V/def2-TZVPD", "orbital_gap_ev": [8.48, 8.48], "lumo_ev": [-0.42, -0.42], "e_homo_ev": [-8.9, -8.9], "elements": ["C", "O", "F", "S", "H", "H", "H"], "positions_angstrom": [[-1.007, -0.143, -0.285], [2.562, -0.522, 0.028], [-1.555, 1.030, -0.012], [1.321, 0.327, -0.048], [-1.291, -0.951, 0.378], [-0.997, -0.373, -1.347], [0.967, 0.632, 1.285]]}

***

Energy ordering: version w at the bottom, the next structure 1.330 eV above.

***

Version w
{"formula": "C2H5NO2S", "method": "ωB97M-V/def2-TZVPD", "orbital_gap_ev": 9.50, "lumo_ev": 0.60, "e_homo_ev": -8.9, "smiles": "COC(=S)NO", "elements": ["C", "O", "C", "S", "N", "O", "H", "H", "H", "H", "H"], "positions_angstrom": [[-1.080, -1.092, 0.806], [0.184, -0.427, 0.449], [0.088, 0.087, -0.700], [-1.063, -0.277, -1.829], [1.249, 0.857, -0.918], [1.609, 1.474, 0.437], [-0.927, -1.369, 1.755], [-2.004, -0.409, 0.877], [-1.402, -1.816, -0.055], [0.855, 1.871, -1.285], [2.492, 1.101, 0.465]]}

***

Version x
{"formula": "C2H5NO2S", "method": "ωB97M-V/def2-TZVPD", "orbital_gap_ev": 9.71, "lumo_ev": 0.56, "e_homo_ev": -9.2, "elements": ["C", "C", "N", "O", "O", "S", "H", "H", "H", "H", "H"], "positions_angstrom": [[1.064, 0.577, -0.402], [2.543, 0.399, -0.533], [-0.086, 0.575, -0.370], [-2.827, 1.239, 0.513], [-2.390, -1.387, 0.325], [-2.840, -0.202, -0.388], [-2.064, 1.784, 0.427], [3.129, 1.126, 0.088], [2.758, 0.645, -1.550], [2.877, -0.628, -0.158], [-4.390, -0.219, -0.235]]}

***

Energy ordering: version x at the bottom, the next structure 1.418 eV above.

***

Version w
{"formula": "C2H5NO2S", "method": "ωB97M-V/def2-TZVPD", "orbital_gap_ev": 9.94, "lumo_ev": 0.71, "e_homo_ev": -9.2, "smiles": "O=C(CS)NO", "elements": ["O", "C", "C", "S", "N", "O", "H", "H", "H", "H", "H"], "positions_angstrom": [[0.704, 1.291, 0.772], [0.369, 0.355, 0.055], [-1.034, 0.503, -0.670], [-2.223, -0.365, 0.395], [1.155, -0.688, -0.242], [2.346, -1.035, 0.325], [-1.085, 0.017, -1.671], [-1.292, 1.604, -0.747], [-2.284, 0.481, 1.496], [0.861, -1.342, -0.978], [2.484, -0.821, 1.266]]}

***

Version x
{"formula": "C2H5NO2S", "method": "ωB97M-V/def2-TZVPD", "orbital_gap_ev": 8.94, "lumo_ev": 0.59, "e_homo_ev": -8.4, "elements": ["C", "C", "N", "O", "O", "S", "H", "H", "H", "H", "H"], "positions_angstrom": [[-0.798, -2.510, -1.980], [-0.449, -1.019, 0.522], [-0.875, 0.165, 0.157], [-1.879, -2.150, -1.947], [0.273, -2.848, -2.057], [2.506, 2.630, 1.384], [-0.989, -1.823, -0.066], [1.367, 2.532, 2.128], [-0.391, 0.979, 0.489], [-1.583, 0.277, -0.473], [2.818, 3.767, 1.843]]}

***

Energy ordering: version w at the bottom, the next structure 0.255 eV above.

***

Version w
{"formula": "C7H10NO", "method": "ωB97M-V/def2-TZVPD", "orbital_gap_ev": [7.09, 7.10], "lumo_ev": [-5.19, -5.19], "e_homo_ev": [-12.3, -12.3], "charge": 1, "elements": ["C", "C", "C", "C", "C", "C", "C", "N", "O", "H", "H", "H", "H", "H", "H", "H", "H", "H", "H"], "positions_angstrom": [[-1.736, 0.266, -0.938], [-1.280, -1.019, -0.807], [-2.382, 1.402, -0.934], [-1.012, -1.627, 0.508], [1.912, -0.664, 0.960], [1.361, 1.141, -0.312], [0.314, 0.902, 0.540], [2.276, 0.106, -0.232], [0.581, -0.360, 1.178], [-3.349, 1.220, -1.447], [-1.990, 2.366, -0.690], [-1.667, -1.399, 1.356], [-0.485, -2.627, 0.605], [1.967, -1.741, 0.750], [2.554, -0.060, 1.770], [1.452, 2.036, -0.830], [-0.564, 1.448, 0.810], [3.181, 0.112, -0.471], [-1.133, -1.503, -1.817]]}

***

Version x
{"formula": "C7H10NO", "method": "ωB97M-V/def2-TZVPD", "orbital_gap_ev": 9.50, "lumo_ev": -4.26, "e_homo_ev": -13.8, "charge": 1, "elements": ["C", "C", "C", "C", "C", "C", "C", "N", "O", "H", "H", "H", "H", "H", "H", "H", "H", "H", "H"], "positions_angstrom": [[-2.224, -0.378, -0.753], [2.297, -0.579, 0.357], [-1.019, -0.912, -0.962], [1.087, -1.091, 0.561], [-2.219, 0.589, 0.385], [2.320, 0.638, -0.517], [-0.038, -0.374, -0.037], [-0.783, 0.630, 0.792], [1.028, 0.984, -0.836], [-3.127, -0.606, -1.288], [3.213, -0.992, 0.737], [-0.767, -1.636, -1.712], [0.894, -2.005, 1.097], [-2.568, 1.582, 0.088], [-2.841, 0.241, 1.214], [2.810, 1.466, 0.023], [2.908, 0.427, -1.423], [-0.327, 1.510, 0.476], [-0.643, 0.508, 1.798]]}

***

Energy ordering: version x at the bottom, the next structure 3.421 eV above.